A cluster of 11 separate species, C26H79N17O11 in total at a distorted geometry, computed with ωB97M-V/def2-TZVPD.

**Energy above the lowest of the compared OMol25 structures with the same formula, charge and spin**: 147.2 kcal/mol
**Molar mass**: 806.03 g/mol
**Spin multiplicity**: 1
**SMILES**: COC[C@H](C)N.COC[C@H](C)N.COC[C@H](C)N.COC[C@H](C)N.COC[C@H](C)N.NC(N)=O.NC(N)=O.NC(N)=O.NC(N)=O.NC(N)=O.NC(N)=O
**Frontier orbital gap**: 8.889 eV

Bonds (Å) are listed after each position.
CARTESIAN COORDINATES (ANGSTROEM)
1 O 0.74717 -0.26829 -0.03286  C33 1.418, C39 1.409
2 O 4.23441 -0.66789 -2.20107  C41 1.417, C52 1.424
3 O 1.68165 0.40754 -5.04232  C40 1.175
4 O 4.42338 -0.92318 6.68562  C36 1.464, C42 1.459
5 O -2.98647 -2.19643 -3.77730  C32 1.160
6 O -2.23810 4.07897 3.13546  C48 1.404, C50 1.431
7 O -7.84730 -1.12791 -4.51503  C45 1.202
8 O -1.63453 -4.67453 1.45711  C34 1.398, C51 1.452
9 O -2.67372 3.48738 -2.68969  C30 1.203
10 O 0.54918 0.63868 2.94306  C35 1.246
11 O 2.82653 4.42815 0.87347  C43 1.270
12 N 1.80287 0.82708 -2.86200  C40 1.319, H57 1.010, H107 1.010
13 N -0.61338 0.32492 4.83186  C35 1.299, H65 1.010, H84 1.010
14 N -4.81868 3.63728 -2.03612  C30 1.274, H77 1.010, H133 1.010
15 N -0.93965 -1.55859 -4.15568  C32 1.297, H130 1.010, H131 1.010
16 N -3.68202 5.44900 -2.18070  C30 1.382, H59 1.010, H113 1.010
17 N 1.95190 2.95079 2.33684  C43 1.308, H70 1.010, H99 1.010
18 N -5.82520 -0.56326 -3.87513  C45 1.260, H62 1.010, H68 1.010
19 N -2.27977 -1.51421 -5.73191  C32 1.284, H63 1.010, H114 1.010
20 N -2.73811 -5.00451 -2.01665  C38 1.454, H55 1.010, H76 1.010
21 N -6.18576 -2.61097 -4.52684  C45 1.356, H88 1.010, H105 1.010
22 N -0.32837 -1.39480 3.53075  C35 1.334, H98 1.010, H102 1.010
23 N 4.09667 -3.02765 -4.68348  C29 1.429, H60 1.010, H121 1.010
24 N -1.00116 1.70293 -1.20364  C46 1.416, H74 1.010, H118 1.010
25 N 3.38225 0.94404 4.65527  C49 1.431, H85 1.010, H89 1.010
26 N 1.74627 2.58313 0.20949  C43 1.275, H67 1.010, H128 1.010
27 N -0.44818 6.48721 3.74265  C31 1.410, H69 1.010, H73 1.010
28 N 0.19012 1.60465 -4.07493  C40 1.282, H112 1.010, H122 1.010
29 C 3.68738 -2.47271 -3.43172  N23 1.429, C41 1.541, C54 1.530, H120 1.090
30 C -3.66361 4.07664 -2.34485  O9 1.203, N14 1.274, N16 1.382
31 C -0.92552 6.02826 2.49782  N27 1.410, C44 1.435, C50 1.640, H101 1.090
32 C -2.18981 -1.71069 -4.46620  O5 1.160, N15 1.297, N19 1.284
33 C -0.52966 -0.58234 -0.56243  O1 1.418, C46 1.572, H78 1.090, H132 1.090
34 C -0.53984 -5.06912 2.23214  O8 1.398, H92 1.090, H94 1.090, H126 1.090
35 C -0.08596 -0.09690 3.72239  O10 1.246, N13 1.299, N22 1.334
36 C 5.60876 -0.79012 7.53369  O4 1.464, H96 1.090, H111 1.090, H124 1.090
37 C -3.84504 -3.90322 -0.22943  C38 1.553, H90 1.090, H109 1.090, H110 1.090
38 C -2.46589 -4.43588 -0.70601  N20 1.454, C37 1.553, C51 1.502, H80 1.090
39 C 1.71502 -1.28646 -0.13544  O1 1.409, H83 1.090, H106 1.090, H119 1.090
40 C 1.28230 0.93245 -4.06975  O3 1.175, N12 1.319, N28 1.282
41 C 4.83498 -1.89318 -2.58200  O2 1.417, C29 1.541, H81 1.090, H115 1.090
42 C 4.55854 -1.12085 5.24594  O4 1.459, C49 1.560, H86 1.090, H87 1.090
43 C 2.23837 3.32950 1.11799  O11 1.270, N17 1.308, N26 1.275
44 C 0.08334 6.49829 1.59175  C31 1.435, H75 1.090, H108 1.090, H129 1.090
45 C -6.69689 -1.38043 -4.27399  O7 1.202, N18 1.260, N21 1.356
46 C -1.54353 0.61570 -0.47621  N24 1.416, C33 1.572, C53 1.488, H125 1.090
47 C 3.54949 -0.62099 2.93249  C49 1.526, H71 1.090, H93 1.090, H127 1.090
48 C -2.79337 2.81084 2.90043  O6 1.404, H64 1.090, H100 1.090, H103 1.090
49 C 3.39010 -0.47088 4.44284  N25 1.431, C42 1.560, C47 1.526, H116 1.090
50 C -1.01941 4.39122 2.45384  O6 1.431, C31 1.640, H56 1.090, H79 1.090
51 C -2.03932 -5.46045 0.30541  O8 1.452, C38 1.502, H97 1.090, H104 1.090
52 C 4.97729 0.24690 -1.40194  O2 1.424, H61 1.090, H72 1.090, H123 1.090
53 C -2.85173 0.18473 -1.04053  C46 1.488, H66 1.090, H82 1.090, H95 1.090
54 C 2.99816 -3.65179 -2.74158  C29 1.530, H58 1.090, H91 1.090, H117 1.090
55 H -2.99618 -4.29383 -2.68630  N20 1.010
56 H -1.04081 4.08435 1.40815  C50 1.090
57 H 2.65228 0.32197 -2.65353  N12 1.010
58 H 3.58057 -4.45748 -2.29463  C54 1.090
59 H -4.58194 5.86584 -1.98970  N16 1.010
60 H 4.41256 -2.37593 -5.38745  N23 1.010
61 H 4.57033 1.25688 -1.35269  C52 1.090
62 H -6.22740 0.21502 -3.37252  N18 1.010
63 H -1.82816 -0.81476 -6.30368  N19 1.010
64 H -2.02296 2.06056 3.07833  C48 1.090
65 H -0.15273 1.17521 5.12324  N13 1.010
66 H -3.54766 0.99473 -1.25887  C53 1.090
67 H 1.55815 1.62720 0.47576  N26 1.010
68 H -4.87089 -0.87943 -3.77802  N18 1.010
69 H 0.47590 6.14222 3.95982  N27 1.010
70 H 1.21958 2.26569 2.45703  N17 1.010
71 H 2.72102 -0.11955 2.43221  C47 1.090
72 H 5.23793 -0.10481 -0.40371  C52 1.090
73 H -1.08071 6.09559 4.42576  N27 1.010
74 H -1.58070 2.39226 -1.66086  N24 1.010
75 H 1.10003 6.13299 1.73667  C44 1.090
76 H -1.94748 -5.51419 -2.38437  N20 1.010
77 H -5.06345 2.66922 -2.18793  N14 1.010
78 H -0.55350 -0.86090 -1.61596  C33 1.090
79 H -0.19900 3.98337 3.04434  C50 1.090
80 H -1.68418 -3.69422 -0.87023  C38 1.090
81 H 5.29397 -2.64938 -1.94514  C41 1.090
82 H -3.45668 -0.41111 -0.35707  C53 1.090
83 H 2.72179 -1.04480 0.20534  C39 1.090
84 H -1.04603 -0.36715 5.42681  N13 1.010
85 H 3.37360 1.05237 5.65940  N25 1.010
86 H 5.61450 -0.91559 5.07009  C42 1.090
87 H 4.49191 -2.20879 5.23877  C42 1.090
88 H -6.83116 -3.34043 -4.25955  N21 1.010
89 H 2.49485 1.33816 4.37726  N25 1.010
90 H -3.82931 -2.84028 -0.47028  C37 1.090
91 H 2.35179 -4.23498 -3.39746  C54 1.090
92 H 0.32874 -4.78930 1.63602  C34 1.090
93 H 4.51900 -0.26550 2.58352  C47 1.090
94 H -0.45977 -6.12672 2.48347  C34 1.090
95 H -2.73624 -0.39582 -1.95580  C53 1.090
96 H 5.42393 -0.09969 8.35664  C36 1.090
97 H -1.17372 -6.07123 0.04892  C51 1.090
98 H -0.05068 -1.75310 2.62818  N22 1.010
99 H 2.23778 3.63600 3.02158  N17 1.010
100 H -3.12258 2.76517 1.86233  C48 1.090
101 H -1.82188 6.64315 2.41691  C31 1.090
102 H -1.13513 -1.86326 3.91777  N22 1.010
103 H -3.56451 2.79107 3.67052  C48 1.090
104 H -2.84432 -6.13193 0.60404  C51 1.090
105 H -5.20051 -2.75923 -4.36128  N21 1.010
106 H 1.38050 -2.20479 0.34711  C39 1.090
107 H 1.23089 1.10156 -2.07612  N12 1.010
108 H -0.12012 6.26291 0.54709  C44 1.090
109 H -4.69243 -4.35081 -0.74875  C37 1.090
110 H -3.95368 -3.82917 0.85261  C37 1.090
111 H 5.77893 -1.77322 7.97262  C36 1.090
112 H -0.19416 1.96595 -3.21360  N28 1.010
113 H -2.88842 5.98440 -2.50264  N16 1.010
114 H -3.11373 -1.98956 -6.04599  N19 1.010
115 H 5.71320 -1.63377 -3.17322  C41 1.090
116 H 2.43861 -0.91712 4.73202  C49 1.090
117 H 2.35385 -3.35491 -1.91403  C54 1.090
118 H -0.41399 2.17668 -0.53215  N24 1.010
119 H 1.72845 -1.51583 -1.20095  C39 1.090
120 H 3.06147 -1.62158 -3.69992  C29 1.090
121 H 4.86021 -3.67678 -4.55804  N23 1.010
122 H -0.26983 1.62812 -4.97382  N28 1.010
123 H 5.92839 0.37846 -1.91790  C52 1.090
124 H 6.41806 -0.37917 6.93015  C36 1.090
125 H -1.64249 0.77048 0.59820  C46 1.090
126 H -0.51862 -4.45978 3.13567  C34 1.090
127 H 3.32183 -1.66356 2.71042  C47 1.090
128 H 2.08215 2.83477 -0.70919  N26 1.010
129 H 0.21952 7.56764 1.43039  C44 1.090
130 H -0.73412 -1.67588 -3.17379  N15 1.010
131 H -0.42155 -0.95071 -4.77387  N15 1.010
132 H -0.91682 -1.35684 0.09967  C33 1.090
133 H -5.49168 4.36836 -1.85529  N14 1.010